(1)
{"formula": "C2H7O2", "method": "ωB97M-V with the def2-TZVPD basis set", "e_above_lowest_ev": 0.208, "total_charge": -1, "energy_ev": -6282.48315, "elements": ["O", "H", "C", "O", "C", "H", "H", "H", "H", "H", "H"], "xyz": [[-1.9961, -0.9341, -1.7165], [-1.8241, -0.7959, -2.6397], [0.0065, -0.0027, 0.3724], [0.3503, -0.8566, -0.6133], [1.2160, 0.6717, 1.0824], [-0.6392, -0.5125, 1.1350], [-0.6597, 0.8547, 0.0586], [-1.0749, -0.9343, -1.3098], [2.0466, 0.6695, 0.3679], [1.5858, 0.1252, 1.9534], [0.9888, 1.7149, 1.3095]], "nbo_charge": [-1.029, 0.435, -0.022, -0.943, -0.649, 0.082, 0.078, 0.506, 0.199, 0.174, 0.170]}

(2)
{"formula": "C2H7O2", "method": "ωB97M-V with the def2-TZVPD basis set", "e_above_lowest_ev": 0.301, "total_charge": -1, "energy_ev": -6282.39098, "elements": ["C", "O", "C", "H", "H", "H", "H", "H", "H", "H", "O"], "xyz": [[0.3457, -0.5203, 0.2272], [0.2794, 0.7695, -0.1237], [-0.5391, -0.8203, 1.4696], [0.1264, -1.2227, -0.6534], [1.4374, -0.8356, 0.4664], [-0.5871, -1.9121, 1.5577], [-0.1889, -0.2523, 2.3179], [-1.5479, -0.4895, 1.2416], [0.1053, 1.2383, -1.4314], [0.4077, 2.4773, -2.6151], [0.1612, 1.5677, -2.4566]], "nbo_charge": [0.004, -0.918, -0.648, 0.089, 0.065, 0.168, 0.190, 0.188, 0.514, 0.434, -1.087]}

(3)
{"formula": "C2H7O2", "method": "ωB97M-V with the def2-TZVPD basis set", "e_above_lowest_ev": 0.973, "total_charge": 1, "energy_ev": -6273.99328, "elements": ["O", "H", "H", "H", "C", "C", "O", "H", "H", "H", "H"], "xyz": [[1.6793, 0.0136, -0.3947], [2.4031, -0.6119, -0.3174], [-0.3492, 1.4332, 0.2226], [2.0381, 0.8136, -0.7963], [-1.0847, 0.7480, 0.6524], [-0.6250, -0.5609, 0.1487], [-0.9561, -1.0523, -0.9896], [-1.0458, 0.7301, 1.7348], [-2.0288, 1.0391, 0.1929], [0.0373, -1.1392, 0.7949], [-0.0680, -1.4131, -1.2485]], "nbo_charge": [-0.980, 0.507, 0.311, 0.513, -0.742, 0.618, -0.539, 0.278, 0.286, 0.203, 0.545]}

(4)
{"formula": "C2H7O2", "method": "ωB97M-V with the def2-TZVPD basis set", "e_above_lowest_ev": 0.000, "s_squared": 2.007, "multiplicity": 3, "total_charge": 1, "energy_ev": -6267.07546, "elements": ["C", "C", "O", "O", "H", "H", "H", "H", "H", "H", "H"], "xyz": [[1.4426, -0.4767, -0.0555], [-0.4078, 0.8973, 0.1289], [-1.9044, -0.1864, 0.1410], [0.4749, 0.2135, 0.7655], [2.5015, -0.0733, -0.0206], [1.5228, -1.4382, 0.2773], [1.1932, -0.4697, -1.0538], [-1.8712, -0.8903, 0.8034], [-0.7935, 1.7202, 0.7412], [-0.0434, 1.2176, -0.9632], [-2.1148, -0.5140, -0.7644]], "nbo_charge": [-0.292, -0.207, -0.675, -0.084, 0.305, 0.254, 0.221, 0.522, 0.240, 0.182, 0.534]}

(5)
{"formula": "C2H7O2Ru", "method": "ωB97M-V with the def2-TZVPD basis set", "s_squared": 8.755, "multiplicity": 6, "total_charge": 0, "energy_ev": -8857.93934, "elements": ["C", "H", "H", "H", "O", "Ru", "H", "O", "C", "H", "H", "H"], "xyz": [[5.7140, -4.2442, 0.2389], [6.6099, -3.6599, -0.0421], [6.0821, -4.9361, 1.0163], [5.5489, -4.7499, -0.7229], [3.2829, -5.0953, 0.5513], [1.9802, -6.3824, 0.8708], [3.5094, -4.0894, 0.7879], [4.7777, -3.1168, 0.8941], [5.0027, -2.8718, 2.2599], [4.2978, -2.0945, 2.5800], [4.7952, -3.7689, 2.8703], [6.0554, -2.5975, 2.4440]], "nbo_charge": [-0.265, 0.179, 0.194, 0.230, -1.202, 0.630, 0.516, -0.578, -0.250, 0.202, 0.170, 0.175]}

(6)
{"formula": "C2H7O3P", "method": "ωB97M-V with the def2-TZVPD basis set", "smiles": "O=C(O)C[PH3]O", "e_above_lowest_ev": 4.162, "total_charge": 0, "energy_ev": -17615.30658, "elements": ["O", "C", "O", "C", "P", "O", "H", "H", "H", "H", "H", "H", "H"], "xyz": [[2.8911, 0.0070, 1.1198], [1.7374, -0.2721, 0.4697], [1.3824, -1.7191, 0.2980], [0.7436, 0.9362, -0.0833], [-1.0479, 0.2151, -0.3003], [-2.6755, -0.4913, -0.3003], [1.2837, -1.8955, -0.6866], [1.0993, 1.4166, -1.0903], [0.6544, 1.7173, 0.8009], [-0.5774, -0.7733, -1.2374], [-1.0713, 0.0713, 1.1449], [-1.5549, 1.4928, -0.8102], [-2.8647, -0.7050, 0.6750]], "nbo_charge": [-0.541, 0.761, -0.730, -0.845, 1.001, -1.027, 0.488, 0.253, 0.257, -0.034, -0.057, -0.001, 0.475]}